56
Properties=species:S:1:pos:R:3:forces:R:3:lowdin_charge:R:1 method="wB97M-V/def2-TZVPD" homo_ev="-13.237 / -13.219" largest_force_ev_per_a=5.50 s_squared=0.754 energy_ha=-2371.691733 multiplicity=2 total_charge=+1 homo_lumo_gap_ha="0.4126 / 0.1525"
S 3.1805 -0.3532 -0.5399 2.3 -0.4 -1.4 0.81
S -3.2475 1.9116 -0.3648 -1.8 0.4 2.4 0.81
S -0.7305 -1.7401 1.6929 1.4 -3.4 1.9 0.78
Mg -0.2471 0.4748 -0.8934 -0.3 -2.8 1.7 0.35
O -3.2132 3.3761 -0.2714 0.3 -2.1 -0.8 -0.27
O -1.9963 -2.0989 2.3309 0.8 1.2 -1.2 -0.31
O 3.7574 -1.6697 -0.2351 -1.2 1.7 0.3 -0.31
O -2.0254 1.1118 -0.4680 -0.2 1.2 -0.5 -0.38
O -0.5844 -0.7180 0.6704 -0.7 -0.2 1.1 -0.38
O 1.7233 -0.1633 -0.4567 1.3 0.0 0.4 -0.38
C -4.0606 1.2334 1.1303 0.8 -0.4 -0.5 -0.19
C -5.7968 1.3514 -0.6942 0.0 1.4 -0.2 -0.19
C -4.4888 1.1619 -1.4407 0.8 -0.2 -0.2 -0.20
C -5.5427 1.2542 0.8447 -1.1 0.2 0.1 -0.19
C 5.3352 1.3023 -0.5890 -0.1 -1.5 1.4 -0.22
C 4.8597 1.2495 -2.0223 -0.8 0.1 -0.1 -0.20
C 4.1280 1.0059 0.3158 -1.1 0.7 -0.5 -0.18
C 0.5034 -1.4924 3.0293 0.1 -0.6 0.3 -0.17
C 0.1059 -3.3330 1.1636 -0.4 0.6 0.0 -0.16
C 0.6851 -3.9512 2.4971 -1.8 0.8 -1.3 -0.19
C 3.8547 0.1008 -2.2511 -0.3 -0.5 0.5 -0.15
C 1.4482 -2.7903 3.1135 -0.1 0.8 -0.3 -0.18
B 0.4192 2.4115 -0.9279 2.9 -0.5 2.1 -0.13
B -0.4297 -0.6818 -2.4647 -1.7 -1.9 -1.9 -0.27
H 0.5910 -0.3430 -2.5531 4.5 1.2 -0.7 0.02
H -3.6391 1.7576 1.9880 -0.5 0.3 0.0 0.12
H -3.7301 0.2000 1.2343 0.3 0.0 -0.3 0.10
H -0.1787 -4.2066 3.1109 -0.2 0.3 0.2 0.11
H -4.4195 1.5674 -2.4501 -0.2 0.1 0.1 0.12
H 0.2179 1.7678 -0.0857 0.3 -0.5 3.5 -0.01
H 1.3262 2.9510 -0.7031 2.6 3.1 1.4 0.05
H -6.0667 0.3667 1.1994 0.5 -0.2 0.1 0.12
H -0.7639 -1.3421 -3.2499 -0.7 -2.0 -3.0 0.02
H -0.4107 3.0682 -1.1382 -3.5 3.7 -2.1 0.13
H 2.9985 0.3044 -2.8943 -0.1 0.6 0.2 0.09
H 0.5739 1.8465 -1.8341 -0.6 -1.9 -4.3 0.04
H 4.2756 2.1562 -2.1802 0.4 0.3 -0.4 0.12
H -6.0962 2.3580 -0.9862 -0.2 0.2 0.4 0.12
H 0.9956 -0.5384 2.8400 0.3 -0.2 0.0 0.09
H -0.5960 -1.2045 -1.5355 -0.3 -2.1 3.0 -0.02
H 2.3638 -2.5828 2.5597 0.0 0.0 -0.2 0.10
H 0.8475 -2.9735 0.4502 0.4 -0.1 0.2 0.09
H -6.0058 2.0564 1.4192 -0.1 0.2 -0.5 0.12
H -0.9958 0.2358 -2.4247 -2.6 3.1 -1.0 -0.02
H 5.7633 1.2287 -2.6317 -0.5 -0.1 -0.5 0.13
H 1.1185 -4.9408 2.3525 0.8 0.5 -0.2 0.12
H 4.2568 -0.7953 -2.7239 0.3 -0.2 0.7 0.11
H -4.1021 0.1428 -1.4399 -0.2 -0.2 -0.2 0.12
H -0.0726 -1.3933 3.9493 -0.1 0.0 -0.1 0.10
H 4.2105 0.8350 1.3892 0.5 -0.6 -0.2 0.11
H -6.6263 0.7475 -1.0620 0.4 -0.4 0.1 0.12
H -0.6005 -3.9171 0.5739 -0.2 -0.1 0.4 0.11
H 3.5367 1.9198 0.2576 -0.7 -0.2 -0.1 0.09
H 5.7611 2.2776 -0.3533 0.0 -0.1 0.1 0.13
H 6.0581 0.5145 -0.3771 0.4 0.2 -0.2 0.12
H 1.7716 -3.0181 4.1292 -0.3 0.3 0.1 0.12